Record 1
ORCA calculation (ωB97M-V/def2-TZVPD) on a structure of composition C17H29CaCl2N2O4 in a non-equilibrium geometry.

The geometry in XYZ format:
```
55
Properties=species:S:1:pos:R:3:nbo_charge:R:1
O -4.18595 -0.93131 -0.65730 -0.869
C -3.61612 -1.68531 0.21087 0.213
C -3.98154 -1.32950 1.65210 -0.041
C -3.22348 -0.49159 2.45753 -0.248
H -2.22627 -0.20000 2.13931 0.247
C -3.74497 -0.05491 3.68065 -0.215
H -3.16264 0.63393 4.28184 0.204
C -4.99044 -0.50208 4.11664 -0.254
H -5.40314 -0.16186 5.06684 0.197
C -5.71813 -1.40405 3.32877 -0.226
H -6.68778 -1.78457 3.65902 0.195
C -5.21506 -1.81312 2.09394 -0.200
H -5.77670 -2.48565 1.43701 0.210
H -3.81824 -2.76395 0.02669 0.091
C -1.52560 -2.58042 -1.30166 -0.712
C -1.75703 -2.06461 0.06564 -0.139
H -1.70568 -3.67496 -1.32421 0.217
H -0.51327 -2.43895 -1.72206 0.201
H -2.23724 -2.09925 -1.98961 0.230
C -1.16127 -2.48839 1.19474 -0.260
C 0.06941 -3.33319 1.31697 -0.701
H -1.58230 -2.21848 2.15932 0.213
H -0.17695 -4.33942 1.68796 0.217
H 0.78434 -2.90378 2.03484 0.240
H 0.61517 -3.44406 0.36400 0.216
Ca 0.77297 -0.72519 -0.03934 1.777
Cl 0.48591 0.07216 2.55199 -0.904
Cl 2.94674 -2.23103 -0.22628 -0.915
H -3.61148 3.76618 1.27770 0.184
H -1.42925 3.87742 2.00864 0.189
C -3.50277 2.67656 1.37781 -0.406
C -1.03557 3.04109 1.42434 -0.438
N -2.17640 2.28974 0.92282 -0.405
H -4.25362 2.16752 0.76019 0.233
C -1.98783 1.29547 0.04775 0.531
O -0.84704 0.96948 -0.34764 -0.788
H -0.42918 3.41488 0.58995 0.207
H -2.89729 0.78487 -0.32201 0.215
H -3.65461 2.38251 2.42955 0.211
H -0.39961 2.39116 2.04564 0.262
H 0.98307 -0.07257 -5.99347 0.191
H -1.39209 1.21310 -5.75672 0.188
C 0.54486 -0.80672 -5.30305 -0.423
C -1.64828 0.36325 -5.11157 -0.402
N -0.45805 -0.16746 -4.46225 -0.411
H 1.32621 -1.24733 -4.67698 0.256
C -0.28581 -0.04533 -3.13928 0.547
O 0.66505 -0.55483 -2.49814 -0.719
H -2.34783 0.69180 -4.33496 0.228
H -1.08140 0.53501 -2.63891 0.167
H 0.06560 -1.57602 -5.92194 0.195
H -2.11337 -0.40926 -5.73575 0.201
O 2.71160 0.90611 0.41845 -1.009
H 3.38235 0.18925 0.37622 0.504
H 2.46326 0.96470 1.36820 0.505
```

## Properties
Calculated total energy = -2673.85550 Ha
Spin multiplicity = 1
Charge = -1
Gap between HOMO and LUMO = 6.4 eV
E_HOMO = -3.9 eV

***

Record 2
ORCA calculation (ωB97M-V/def2-TZVPD) on a structure of composition C17H29ClNO2P2Sc in a non-equilibrium geometry.

The geometry in XYZ format:
```
53
Properties=species:S:1:pos:R:3:nbo_charge:R:1
C 3.41895 0.36130 -2.32625 -0.288
C 2.50239 -0.05564 -1.33053 0.261
N 1.15093 0.02899 -1.59274 -0.641
C 0.70108 0.57485 -2.74344 0.287
C 1.58084 0.98905 -3.73564 -0.330
C 2.94820 0.86809 -3.52632 -0.128
C 2.94523 -0.52244 -0.05213 -0.898
P 1.83243 -1.16378 1.17024 0.880
Sc -0.27484 -0.87657 -0.19614 1.110
P -1.85885 0.68409 -1.48338 0.899
C -0.80070 0.63517 -3.00090 -0.747
C -1.61892 -0.92167 1.62348 -0.412
C -1.91283 -2.27193 1.73392 -0.284
C -2.87048 -2.67676 2.69133 -0.192
C -3.49486 -1.73443 3.51905 -0.244
C -3.16224 -0.38566 3.38181 -0.211
C -2.21859 0.02981 2.42783 -0.264
O 2.89694 2.35097 0.81390 -0.986
O 0.64746 3.29023 -0.26379 -0.998
H 4.47716 0.24483 -2.12870 0.215
H 1.18006 1.39710 -4.66510 0.215
H 3.65301 1.16671 -4.29563 0.216
C 1.96547 -2.98281 1.25948 -0.942
C 2.21172 -0.52119 2.81637 -0.942
H -1.05331 1.52365 -3.59190 0.245
H -1.10930 -0.23009 -3.61357 0.268
H 3.09674 1.39316 0.64582 0.510
H 4.02899 -0.62750 0.06114 0.226
C -3.36818 -0.25262 -1.87124 -0.935
C -2.34483 2.40727 -1.27738 -0.949
H -1.44615 -3.03516 1.10431 0.222
H -3.13343 -3.72687 2.79015 0.203
H -4.23977 -2.04920 4.26123 0.212
H -3.65186 0.35901 4.01579 0.202
H -1.99165 1.09105 2.33199 0.192
H -0.09628 0.92709 1.12375 0.076
H 0.33944 3.95041 0.39124 0.465
H 1.51992 2.96276 0.09296 0.508
H 3.73561 2.79900 0.65287 0.480
H -0.03137 1.12963 0.36656 0.004
H 2.95262 -3.29422 1.61894 0.229
H 1.20467 -3.36102 1.95791 0.240
H 1.79394 -3.42907 0.27062 0.264
H 3.14575 -0.92327 3.22827 0.233
H 2.28368 0.57439 2.79311 0.257
H 1.38801 -0.81416 3.48282 0.250
H -2.93030 2.76285 -2.13870 0.233
H -2.95989 2.45914 -0.36306 0.248
H -1.43166 3.01073 -1.14796 0.287
H -3.93992 0.22177 -2.67819 0.229
H -3.11376 -1.28721 -2.14732 0.269
H -3.98832 -0.26389 -0.96186 0.255
Cl -0.55894 -2.78593 -1.49501 -0.502
```

## Properties
Calculated total energy = -2774.09826 Ha
Spin multiplicity = 1
Gap between HOMO and LUMO = 7.4 eV
E_HOMO = -6.9 eV

***

Record 3
ORCA calculation (ωB97M-V/def2-TZVPD) on a structure of composition C17H29FO10S in a non-equilibrium geometry.

The geometry in XYZ format:
```
58
Properties=species:S:1:pos:R:3:nbo_charge:R:1
F -3.92612 -0.35233 1.76959 -0.326
C -2.62846 -0.24644 1.56646 0.357
C -2.20300 -0.83105 0.38663 -0.291
C -0.85035 -0.60472 0.06045 -0.255
C 0.03421 -0.07485 1.00265 -0.183
C -0.44026 0.44663 2.19302 -0.234
C -1.81986 0.44096 2.44145 -0.303
H -2.83439 -1.19229 -0.41166 0.267
H -0.47900 -1.04848 -0.85145 0.241
H 1.07465 -0.08772 0.71330 0.215
H 0.29076 0.74614 2.92945 0.226
H -2.27745 0.71313 3.38110 0.231
C 2.39107 0.86226 -0.56975 -0.835
S 4.20622 0.42179 -0.53521 1.206
O 4.48039 -0.32718 0.73658 -0.925
C 4.34649 -0.76870 -1.95592 -0.841
H 1.85397 0.01719 -1.00042 0.218
H 2.12942 1.70482 -1.20986 0.251
H 1.95274 1.11752 0.39502 0.286
H 3.67532 -1.58731 -1.69614 0.233
H 5.27887 -1.27773 -2.20020 0.254
H 3.98633 -0.39088 -2.91281 0.238
C -1.24580 -3.06943 0.91232 -0.274
O 0.05581 -2.76665 0.39438 -0.519
C 1.12193 -2.62656 1.12756 0.992
O 1.29595 -2.80425 2.31415 -0.638
O 2.06272 -2.43850 0.23658 -0.522
C 3.33276 -2.11137 0.70179 -0.317
H -1.59435 -2.25780 1.55096 0.211
H -1.35126 -3.94130 1.55794 0.201
H -2.04757 -3.16635 0.18029 0.198
H 3.59085 -2.81078 1.49699 0.197
H 3.41539 -1.02824 0.79189 0.256
H 3.94468 -2.36844 -0.16282 0.150
C -0.63437 3.47137 3.10582 -0.263
O -1.16495 3.41430 1.78464 -0.487
C -0.38806 2.95447 0.85110 1.024
O 0.82051 2.80016 0.92737 -0.671
O -1.15286 2.89635 -0.28452 -0.532
C -0.59420 2.23452 -1.39940 -0.281
H -1.23698 4.09807 3.76326 0.201
H 0.33843 3.96283 3.09099 0.203
H -0.53319 2.49277 3.57507 0.192
H -0.68472 1.14896 -1.36099 0.210
H 0.43698 2.57730 -1.48461 0.180
H -1.13406 2.53077 -2.29879 0.224
C -3.48648 1.59205 -1.35218 -0.293
O -3.09730 0.27263 -1.45189 -0.485
C -2.02080 0.01802 -2.11721 1.030
O -1.35903 0.86838 -2.80624 -0.671
O -1.74058 -1.30264 -2.00795 -0.533
C -0.79700 -1.92404 -2.81071 -0.274
H -3.66447 2.07671 -2.31214 0.193
H -2.73834 2.17708 -0.81727 0.240
H -4.42302 1.65616 -0.79822 0.207
H -0.48585 -2.86019 -2.34713 0.220
H 0.15064 -1.41266 -2.97972 0.199
H -1.23296 -2.03446 -3.80361 0.201
```

## Properties
Relative energy (zero: lowest compared OMol25 entry of this formula, charge and spin) = 888.11 kJ/mol
Calculated total energy = -1915.22904 Ha
Spin multiplicity = 1
Gap between HOMO and LUMO = 8.3 eV
E_HOMO = -7.9 eV

***

Record 4
ORCA calculation (ωB97M-V/def2-TZVPD) on the ion C17H29N2O2 with charge +1.

The geometry in XYZ format:
```
50
Properties=species:S:1:pos:R:3:nbo_charge:R:1
C 0.77338 -1.49457 6.13556 -0.592
C -0.60562 -1.85655 5.57898 -0.419
C -0.63290 -1.68763 4.08895 -0.015
C -0.96446 -0.46526 3.51538 -0.177
C -0.95603 -0.29775 2.14591 -0.286
C -0.61105 -1.35806 1.31241 0.342
O -0.62845 -1.07198 -0.04505 -0.554
C -0.41880 -2.10959 -0.97630 -0.096
C 1.06971 -2.36124 -1.26395 -0.096
O 1.68859 -1.20466 -1.81274 -0.566
C 2.27307 -0.31819 -0.87170 -0.086
C 2.31337 1.05172 -1.55501 -0.233
N 0.98973 1.29641 -2.17003 -0.375
C 1.03914 2.15222 -3.37377 -0.224
C -0.34623 2.23334 -4.00786 -0.240
N -1.27373 2.79602 -3.05028 -0.432
C -2.56229 3.11304 -3.63129 -0.411
C -1.37264 1.92838 -1.89577 -0.240
C -0.01040 1.83146 -1.21807 -0.243
C -0.26872 -2.58023 1.86904 -0.322
C -0.28625 -2.73287 3.24593 -0.175
H 1.01898 -0.46092 5.90209 0.203
H 1.53837 -2.13608 5.70388 0.204
H 0.78730 -1.61825 7.21495 0.218
H -1.35794 -1.21254 6.03692 0.213
H -0.83681 -2.89084 5.83784 0.214
H -1.24230 0.36445 4.14770 0.219
H -1.23665 0.64769 1.70561 0.210
H -0.89809 -3.04001 -0.65909 0.203
H -0.90633 -1.77095 -1.89683 0.192
H 1.15886 -3.14159 -2.02256 0.214
H 1.59878 -2.67669 -0.36103 0.192
H 1.68371 -0.28046 0.04960 0.202
H 3.29046 -0.64064 -0.61989 0.210
H 2.56255 1.84286 -0.84855 0.238
H 3.06172 1.02766 -2.34919 0.231
H 0.68805 0.33997 -2.44844 0.462
H 1.36104 3.15048 -3.07085 0.231
H 1.75597 1.73769 -4.08401 0.232
H -0.65619 1.22880 -4.35408 0.173
H -0.29759 2.88875 -4.87870 0.239
H -2.41743 3.81503 -4.44904 0.215
H -3.08485 2.22598 -4.01292 0.177
H -3.18234 3.58794 -2.87478 0.215
H -1.72882 0.91489 -2.15738 0.175
H -2.08468 2.36007 -1.19116 0.238
H 0.31599 2.82463 -0.90459 0.226
H -0.07951 1.16577 -0.35766 0.257
H 0.00376 -3.42509 1.25569 0.216
H -0.02548 -3.69263 3.66614 0.220
```

## Properties
Relative energy (zero: lowest compared OMol25 entry of this formula, charge and spin) = 86.57 kJ/mol
Calculated total energy = -924.92148 Ha
Spin multiplicity = 1
SMILES string = CCc1ccc(OCCOCC[NH+]2CCN(C)CC2)cc1
Charge = +1
Gap between HOMO and LUMO = 9.0 eV
E_HOMO = -11.0 eV

***

Which value of gap between HOMO and LUMO does entry 3 give?
8.3 eV

***

What is the formula in the fourth record?
C17H29N2O2